Here is a structure of composition C44H116F3N10O12Pd at a distorted geometry from OMol25. Energies are from ωB97M-V/def2-TZVPD.

LUMO (spin up / spin down): -5.32 / -6.54 eV
HOMO-LUMO gap (spin up / spin down): 4.7 / 3.5 eV
Spin multiplicity: 3
HOMO level (spin up / spin down): -0.3686 / -0.3686 Ha
DFT total energy: -3623.18380 a.u.
Charge: +1

Element x y z (Å)
1 Pd -7.4521 -0.4367 -15.8521
2 C -4.1218 2.5116 -11.5585
3 O -3.4393 3.0979 -12.6675
4 O -5.1103 1.6705 -12.1352
5 C -3.1425 1.8733 -10.4888
6 F -2.1452 2.6472 -10.1817
7 F -3.6902 1.6173 -9.3259
8 F -2.5874 0.7237 -10.8519
9 C -2.7901 4.4007 -12.5433
10 C -2.0553 4.7845 -13.8187
11 H -2.7574 5.3529 -14.4287
12 H -1.1654 5.3708 -13.5896
13 H -1.6231 3.9794 -14.4129
14 H -2.0321 4.3279 -11.7634
15 H -3.4787 5.2100 -12.3005
16 H -4.7490 3.2563 -11.0685
17 C 4.6814 -5.0782 -16.5324
18 C 5.1484 -5.7983 -15.2721
19 C 4.0034 -6.2132 -14.2983
20 O 3.4499 -5.0495 -13.5797
21 C 2.4818 -5.3883 -12.6212
22 N 5.8851 -6.9766 -15.7830
23 H 5.4855 -4.7566 -17.1943
24 H 4.2090 -4.1247 -16.2964
25 H 3.9981 -5.6961 -17.1151
26 H 5.8107 -5.0930 -14.7701
27 H 4.4100 -6.8501 -13.5127
28 H 3.2597 -6.7657 -14.8726
29 H 2.1968 -4.4337 -12.1791
30 H 2.8403 -6.0095 -11.8004
31 H 1.5595 -5.8152 -13.0151
32 H 5.1111 -7.6245 -15.8178
33 H 6.4598 -7.4125 -15.0760
34 C 3.6851 7.5444 -17.7550
35 C 4.2201 8.9761 -17.7552
36 C 3.4338 9.9595 -16.7450
37 O 2.0634 10.1499 -16.9879
38 C 1.8178 10.7081 -18.2823
39 N 5.6394 9.0055 -17.3818
40 H 3.9264 7.0322 -16.8236
41 H 4.1241 6.9335 -18.5438
42 H 2.6220 7.6068 -17.9875
43 H 4.2347 9.3582 -18.7759
44 H 4.0056 10.8873 -16.7279
45 H 3.4247 9.5213 -15.7470
46 H 0.7568 10.9575 -18.2704
47 H 2.0832 10.0282 -19.0918
48 H 2.3916 11.6204 -18.4455
49 H 5.8662 9.9694 -17.1828
50 H 5.6374 8.6489 -16.4368
51 C -5.9269 5.3319 -3.7190
52 C -7.1158 5.3620 -4.7039
53 C -6.7282 6.0326 -6.0170
54 O -7.8477 5.9228 -6.9579
55 C -7.7996 6.7750 -8.1005
56 N -7.4844 3.9351 -4.9117
57 H -5.5873 6.3585 -3.5819
58 H -5.1476 4.7101 -4.1597
59 H -6.0873 4.8396 -2.7597
60 H -7.9916 5.8712 -4.3017
61 H -5.8392 5.6134 -6.4882
62 H -6.5464 7.0991 -5.8842
63 H -7.8323 7.8375 -7.8595
64 H -8.6580 6.6726 -8.7644
65 H -6.8430 6.6610 -8.6103
66 H -6.6924 3.4246 -5.2755
67 H -8.1564 3.9108 -5.6653
68 C -13.1237 -0.7740 -14.0710
69 C -11.8233 -0.2252 -14.7602
70 C -11.4302 1.2422 -14.3184
71 O -10.3821 1.5950 -15.1779
72 C -9.9405 2.9078 -15.1836
73 N -10.7566 -1.1024 -14.4148
74 H -13.9382 -0.0517 -14.1271
75 H -12.9887 -1.0069 -13.0148
76 H -13.3744 -1.7271 -14.5367
77 H -11.8734 -0.0803 -15.8394
78 H -10.9934 1.2032 -13.3205
79 H -12.1742 2.0388 -14.3068
80 H -9.1526 3.0104 -15.9299
81 H -9.4481 3.1351 -14.2382
82 H -10.7425 3.6130 -15.4018
83 H -11.0682 -2.0176 -14.7072
84 H -10.9341 -1.1520 -13.4217
85 C -3.9511 4.5014 -24.3695
86 C -3.2524 4.1847 -22.9957
87 C -2.1811 5.2758 -22.6129
88 O -1.0883 4.9360 -23.4936
89 C -0.0897 5.9642 -23.4450
90 N -4.2754 4.0959 -21.9827
91 H -4.2780 5.5367 -24.4662
92 H -4.8088 3.8292 -24.3947
93 H -3.3628 4.2204 -25.2430
94 H -2.6665 3.2802 -23.1592
95 H -1.9622 5.2295 -21.5461
96 H -2.5213 6.2952 -22.7952
97 H -0.4708 6.8952 -23.8647
98 H 0.7547 5.6128 -24.0379
99 H 0.3441 6.1980 -22.4727
100 H -4.9163 4.8482 -22.1908
101 H -4.7841 3.2669 -22.2550
102 C 2.4323 5.5156 -3.4819
103 C 3.8476 4.8769 -3.7456
104 C 4.6672 5.8499 -4.6060
105 O 4.0145 6.1328 -5.8301
106 C 3.8905 5.1516 -6.7982
107 N 4.4209 4.5782 -2.4411
108 H 2.5400 6.4811 -2.9876
109 H 1.7873 4.8507 -2.9074
110 H 1.8072 5.5991 -4.3709
111 H 3.6397 4.0242 -4.3920
112 H 5.6714 5.4525 -4.7536
113 H 4.8247 6.8120 -4.1184
114 H 3.3184 5.5350 -7.6430
115 H 3.2287 4.3482 -6.4747
116 H 4.8261 4.6463 -7.0375
117 H 5.3968 4.3716 -2.5995
118 H 4.4387 5.3660 -1.8092
119 C -9.5374 -4.1599 -6.7615
120 C -8.5051 -3.3822 -7.5833
121 C -7.4551 -4.3294 -8.1746
122 O -6.7607 -4.9740 -7.1676
123 C -5.6996 -5.7693 -7.5964
124 N -9.2145 -2.7176 -8.7033
125 H -9.9471 -4.9166 -7.4305
126 H -10.3908 -3.5920 -6.3911
127 H -9.0642 -4.6341 -5.9016
128 H -8.0028 -2.7053 -6.8923
129 H -6.7657 -3.7245 -8.7636
130 H -7.7449 -5.1036 -8.8851
131 H -5.9124 -6.3576 -8.4890
132 H -5.1698 -6.3314 -6.8273
133 H -4.9186 -5.0667 -7.8868
134 H -9.8587 -2.0468 -8.3095
135 H -8.5605 -2.0862 -9.1433
136 C -5.1194 13.6521 -6.6363
137 C -3.6511 13.5873 -7.0254
138 C -3.0923 12.1602 -7.2949
139 O -1.6923 12.1819 -7.5435
140 C -1.1070 10.8992 -7.8431
141 N -3.5009 14.4106 -8.2545
142 H -5.3243 13.0354 -5.7613
143 H -5.7817 13.3868 -7.4604
144 H -5.4418 14.6745 -6.4393
145 H -2.9851 13.9495 -6.2422
146 H -3.6367 11.7397 -8.1404
147 H -3.2093 11.5485 -6.4003
148 H -1.6626 10.2810 -8.5483
149 H -0.9852 10.3536 -6.9074
150 H -0.1051 11.0795 -8.2328
151 H -2.5836 14.2230 -8.6334
152 H -4.1130 14.1218 -9.0042
153 C -1.1460 -0.8587 -17.2298
154 C -2.6372 -1.3192 -16.9958
155 C -2.7953 -2.3837 -15.8702
156 O -4.1646 -2.7077 -15.7531
157 C -4.1285 -3.8012 -14.7928
158 N -3.5470 -0.1528 -16.7736
159 H -1.0304 -0.0184 -17.9144
160 H -0.7351 -1.6674 -17.8341
161 H -0.5891 -0.6870 -16.3088
162 H -2.9283 -1.8946 -17.8747
163 H -2.4664 -1.9091 -14.9458
164 H -2.1753 -3.2468 -16.1125
165 H -3.5612 -4.6094 -15.2543
166 H -5.1395 -4.1700 -14.6196
167 H -3.5716 -3.6301 -13.8716
168 H -3.4620 0.4652 -17.5680
169 H -3.1878 0.4338 -16.0340
170 C -6.6243 11.1215 -20.8291
171 C -8.1509 10.7320 -20.9556
172 C -8.9383 11.9434 -21.4765
173 O -8.3892 12.3781 -22.7360
174 C -9.2834 13.3446 -23.2538
175 N -8.2759 9.5628 -21.8227
176 H -6.2105 11.4045 -21.7970
177 H -6.1489 10.2330 -20.4135
178 H -6.5418 11.9363 -20.1098
179 H -8.5168 10.4587 -19.9659
180 H -8.8361 12.7176 -20.7161
181 H -9.9770 11.6309 -21.5842
182 H -10.2802 12.9127 -23.3428
183 H -9.0080 13.6927 -24.2493
184 H -9.2930 14.2635 -22.6677
185 H -7.8609 9.7752 -22.7187
186 H -9.2470 9.4534 -22.0775


Here is the ion C9H14P with charge +1 at a distorted geometry from OMol25. Energies are from ωB97M-V/def2-TZVPD.

LUMO (spin up / spin down): -5.93 / -5.93 eV
HOMO-LUMO gap (spin up / spin down): 8.0 / 8.0 eV
HOMO level (spin up / spin down): -0.5135 / -0.5135 Ha
DFT total energy: -692.30896 a.u.
Charge: +1

Element x y z (Å)
1 C 1.0307 -1.3432 1.6032
2 C 2.0595 -0.7488 0.8560
3 C -0.1925 -0.7983 1.3939
4 C 0.2174 0.0561 -2.2788
5 C -0.4544 -0.6229 -1.0874
6 C -1.2953 1.1310 0.5711
7 C 1.6242 0.3367 -1.6895
8 C -1.0030 1.3112 2.1162
9 C -0.2924 0.0807 0.2271
10 P 1.4127 0.7554 0.1344
11 H 0.9031 -2.1487 2.4216
12 H 3.0134 -1.3193 0.6352
13 H -1.0439 -1.2384 1.8349
14 H -0.9603 0.3476 2.6175
15 H 0.1728 -0.5998 -3.1055
16 H -0.2396 0.9968 -2.5497
17 H -1.5055 -0.8108 -1.1746
18 H 0.1093 -1.5364 -1.0547
19 H -2.3286 0.7663 0.6424
20 H -1.3414 2.0301 0.0738
21 H 2.3708 -0.3738 -1.9353
22 H 2.0314 1.2097 -2.1929
23 H -1.7500 1.7420 2.7821
24 H -0.3015 2.0417 2.2261


Q: Which energy above the lowest of the compared OMol25 structures with the same formula, charge and spin values were calculated for the entries above? A: 573.2; 125.6, in kJ/mol.